Entry w
Entry from OMol25: a single C7H10 molecule (ωB97M-V/def2-TZVPD).

SMILES string: C=C=C[C@@H](C)C=C
Orbital gap in eV: 10.5
HOMO in eV: -9.42

Last columns: bonded neighbours and bond lengths (Å).
Element x y z (Å)
1 C -0.313 -1.282 -1.728  H2 1.087, C3 1.330, H4 1.087
2 H -1.078 -1.761 -2.335  C1 1.087
3 C -0.542 -0.132 -1.101  C1 1.330, C9 1.515, H13 1.091
4 H 0.648 -1.787 -1.685  C1 1.087
5 H -2.943 0.098 1.973  C14 1.085
6 H -1.673 -1.136 2.579  C14 1.086
7 C -0.940 0.519 1.581  C11 1.305, C14 1.302
8 H 2.566 0.782 0.178  C17 1.094
9 C 0.493 0.724 -0.401  C3 1.515, C11 1.533, H16 1.100, C17 1.533
10 H 1.884 -0.856 0.191  C17 1.096
11 C 0.039 1.154 0.999  C7 1.305, C9 1.533, H12 1.095
12 H 0.537 1.942 1.575  C11 1.095
13 H -1.537 0.311 -1.157  C3 1.091
14 C -1.905 -0.204 2.073  H5 1.085, H6 1.086, C7 1.302
15 H 2.307 -0.079 -1.346  C17 1.097
16 H 0.564 1.609 -1.051  C9 1.100
17 C 1.892 0.099 -0.346  H8 1.094, C9 1.533, H10 1.096, H15 1.097

Löwdin atomic charge list, values in e, 4 entries: atom 1 (C): 0.009, atom 2 (H): 0.054, atom 3 (C): -0.170, atom 4 (H): 0.051

Entry x
Entry from OMol25: a single C7H10 molecule (ωB97M-V/def2-TZVPD).

SMILES string: C=CC(=C)/C=C/C
Orbital gap in eV: 9.0
HOMO in eV: -8.30

Last columns: bonded neighbours and bond lengths (Å).
Element x y z (Å)
1 H 0.600 -2.544 0.519  C3 1.073
2 C 0.172 1.927 0.593  H6 1.091, C8 1.336, C12 1.517
3 C -0.251 -1.979 0.191  H1 1.073, C5 1.394, C16 1.536
4 H -0.622 3.843 0.241  C8 1.115
5 C -0.469 -0.611 0.031  C3 1.394, C12 1.529, H15 1.170
6 H 0.204 2.152 1.659  C2 1.091
7 H -1.876 -3.384 0.630  C16 1.069
8 C 0.055 3.042 -0.136  C2 1.336, H4 1.115, H17 1.147
9 H 2.554 0.936 -0.597  C11 1.054
10 H -1.330 -3.583 -0.953  C16 1.125
11 C 1.775 0.253 -0.404  H9 1.054, C12 1.372, H13 1.074
12 C 0.505 0.567 0.011  C2 1.517, C5 1.529, C11 1.372
13 H 2.139 -0.756 -0.459  C11 1.074
14 H -2.163 -2.059 -0.631  C16 1.083
15 H -1.482 -0.051 0.196  C5 1.170
16 C -1.505 -2.788 -0.176  C3 1.536, H7 1.069, H10 1.125, H14 1.083
17 H 0.282 2.984 -1.259  C8 1.147

Löwdin atomic charge list, values in e, 4 entries: atom 1 (H): 0.090, atom 2 (C): -0.172, atom 3 (C): -0.117, atom 4 (H): 0.064

Entry y
Entry from OMol25: a 2-piece molecular cluster, C7H10 overall (ωB97M-V/def2-TZVPD).

Orbital gap in eV: 8.3
HOMO in eV: -7.92

Last columns: bonded neighbours and bond lengths (Å).
Element x y z (Å)
1 H -1.162 -1.884 -0.213  C4 1.098
2 H 1.621 1.703 2.145  C5 1.086
3 C 0.308 1.670 0.357  C5 1.474, C6 1.482, H9 1.087, C12 1.560
4 C -0.438 -1.112 0.080  H1 1.098, C8 1.495, C11 1.509, H13 1.108
5 C 1.174 1.068 1.386  H2 1.086, C3 1.474, H7 1.086, C12 1.537
6 C 0.232 1.030 -0.977  C3 1.482, H10 1.087, C11 1.333
7 H 1.765 0.200 1.109  C5 1.086
8 C -0.894 -0.441 1.336  C4 1.495, C12 1.438
9 H 0.163 2.746 0.401  C3 1.087
10 H 0.431 1.653 -1.846  C6 1.087
11 C -0.054 -0.265 -1.108  C4 1.509, C6 1.333, H14 1.088
12 C -0.345 0.873 1.529  C3 1.560, C5 1.537, C8 1.438, H15 1.089
13 H 0.425 -1.705 0.443  C4 1.108
14 H -0.094 -0.725 -2.094  C11 1.088
15 H -0.776 1.483 2.321  C12 1.089
16 H -1.433 -3.112 -2.167  H17 0.743
17 H -0.921 -3.182 -2.701  H16 0.743

Löwdin atomic charge list, values in e, 4 entries: atom 1 (H): 0.066, atom 2 (H): 0.110, atom 3 (C): -0.226, atom 4 (C): -0.259

In kJ/mol, relative to the most stable structure: entry w 0.0; entry x 139.9; entry y 273.2.

Entry w
Entry from OMol25: a 2-piece molecular cluster, C4H5FO2 overall (ωB97M-V/def2-TZVPD).

SMILES string: O=C=C(O)F.C=C
Orbital gap in eV: 8.8
HOMO in eV: -8.88

Last columns: bonded neighbours and bond lengths (Å).
Element x y z (Å)
1 H 1.863 -0.774 1.437  C4 0.986
2 H 2.454 0.152 -0.679  C9 1.136
3 H 0.660 0.445 1.714  C4 1.065
4 C 1.307 -0.064 1.038  H1 0.986, H3 1.065, C9 1.307
5 H -0.737 -1.285 -1.994  O10 1.038
6 H 0.996 1.268 -0.709  C9 1.105
7 O -2.593 1.491 0.744  C8 1.187
8 C -2.084 0.597 0.151  O7 1.187, C12 1.319
9 C 1.514 0.482 -0.132  H2 1.136, C4 1.307, H6 1.105
10 O -0.642 -0.351 -1.552  H5 1.038, C12 1.384
11 F -1.395 -1.594 0.340  C12 1.413
12 C -1.342 -0.366 -0.358  C8 1.319, O10 1.384, F11 1.413

Löwdin atomic charge list, values in e, 4 entries: atom 1 (H): 0.005, atom 2 (H): 0.077, atom 3 (H): 0.056, atom 4 (C): -0.071

Entry x
Entry from OMol25: a single C4H5FO2 molecule (ωB97M-V/def2-TZVPD).

SMILES string: O=C(O)/C=C\CF
Orbital gap in eV: 10.6
HOMO in eV: -10.16

Last columns: bonded neighbours and bond lengths (Å).
Element x y z (Å)
1 C -0.922 0.797 -0.032  H3 0.985, C5 1.351, C9 1.589
2 H 0.883 1.933 -0.035  C5 1.128
3 H -1.562 1.522 0.156  C1 0.985
4 C 1.701 -0.086 0.084  C5 1.617, H8 1.077, H11 1.124, F12 1.320
5 C 0.425 0.902 -0.017  C1 1.351, H2 1.128, C4 1.617
6 O -1.242 -1.560 0.097  C9 1.329, H10 1.151
7 O -3.101 -0.253 0.025  C9 1.196
8 H 2.308 0.229 -0.749  C4 1.077
9 C -1.924 -0.435 -0.088  C1 1.589, O6 1.329, O7 1.196
10 H -0.201 -1.547 -0.394  O6 1.151
11 H 2.309 -0.161 1.027  C4 1.124
12 F 1.325 -1.342 -0.072  C4 1.320

Löwdin atomic charge list, values in e, 4 entries: atom 1 (C): 0.014, atom 2 (H): 0.111, atom 3 (H): 0.045, atom 4 (C): -0.189

Entry y
Entry from OMol25: a single C4H5FO2 molecule (ωB97M-V/def2-TZVPD).

Orbital gap (spin up / spin down) in eV: 7.2 / 7.2
HOMO (spin up / spin down) in eV: -7.63 / -7.63

Last columns: bonded neighbours and bond lengths (Å).
Element x y z (Å)
1 H -1.453 0.695 1.143  C8 1.102
2 C 0.264 -0.529 1.031  F3 1.325, O7 1.276, C8 1.479
3 F -0.368 -1.657 0.742  C2 1.325
4 H -1.651 1.245 -1.180  C10 1.036
5 H 1.743 -1.595 1.328  O7 1.050
6 H 0.218 1.599 0.807  C8 1.119
7 O 1.271 -0.772 1.777  C2 1.276, H5 1.050
8 C -0.455 0.715 0.677  H1 1.102, C2 1.479, H6 1.119, C10 1.570
9 O 1.164 -0.621 -1.236  C12 1.287
10 C -0.835 0.700 -0.846  H4 1.036, C8 1.570, C12 1.363
11 H -0.009 0.181 -2.671  C12 1.116
12 C 0.111 0.039 -1.571  O9 1.287, C10 1.363, H11 1.116

Löwdin atomic charge list, values in e, 4 entries: atom 1 (H): 0.140, atom 2 (C): -0.337, atom 3 (F): 0.152, atom 4 (H): 0.056

Entry z
Entry from OMol25: a single C4H5FO2 molecule (ωB97M-V/def2-TZVPD).

SMILES string: CCC(=O)C(=O)F
Orbital gap in eV: 10.6
HOMO in eV: -10.06

Last columns: bonded neighbours and bond lengths (Å).
Element x y z (Å)
1 O 1.211 -2.747 -1.570  C2 1.176
2 C 1.942 -1.910 -1.186  O1 1.176, F10 1.361, C11 1.480
3 H 0.974 0.574 1.127  C6 1.073
4 O 2.377 -1.601 1.109  C11 1.171
5 H -1.142 -0.608 0.897  C8 1.029
6 C 0.750 0.134 0.174  H3 1.073, H7 1.169, C8 1.514, C11 1.759
7 H 0.997 0.798 -0.756  C6 1.169
8 C -0.658 -0.397 0.013  H5 1.029, C6 1.514, H9 1.062, H12 1.096
9 H -0.632 -1.284 -0.570  C8 1.062
10 F 2.724 -1.201 -2.046  C2 1.361
11 C 1.853 -1.235 0.128  C2 1.480, O4 1.171, C6 1.759
12 H -1.242 0.409 -0.448  C8 1.096

Löwdin atomic charge list, values in e, 4 entries: atom 1 (O): 0.205, atom 2 (C): -0.408, atom 3 (H): 0.087, atom 4 (O): 0.157

In kJ/mol, relative to the most stable structure: entry w 282.2; entry x 135.8; entry y 214.2; entry z 0.0.

Entry w
Entry from OMol25: a 7-piece molecular cluster, H14O7 overall (ωB97M-V/def2-TZVPD).

SMILES string: O.O.O.O.O.O.O
Orbital gap in eV: 10.6
HOMO in eV: -10.50

Last columns: bonded neighbours and bond lengths (Å).
Element x y z (Å)
1 H 2.442 -1.856 1.150  O19 0.962
2 O 2.105 2.408 1.385  H8 0.962, H10 0.967
3 O 1.853 -0.920 -2.505  H5 0.965, H18 0.965
4 H -2.096 0.378 2.585  O20 0.969
5 H 2.192 -1.554 -3.148  O3 0.965
6 O 0.239 0.361 0.654  H12 0.979, H13 0.967
7 H -2.551 -0.504 -1.153  O11 0.972
8 H 2.045 2.084 2.289  O2 0.962
9 H -1.222 0.097 -3.236  O15 0.964
10 H 1.911 1.632 0.841  O2 0.967
11 O -3.071 -0.788 -0.383  H7 0.972, H17 0.971
12 H -0.666 0.563 0.969  O6 0.979
13 H 0.147 0.304 -0.307  O6 0.967
14 H -2.205 1.842 2.130  O20 0.967
15 O -0.963 -0.184 -2.351  H9 0.964, H21 0.975
16 H 1.139 -1.056 1.403  O19 0.985
17 H -2.854 -0.160 0.325  O11 0.971
18 H 2.270 -1.168 -1.671  O3 0.965
19 O 1.633 -1.866 1.670  H1 0.962, H16 0.985
20 O -2.282 0.932 1.812  H4 0.969, H14 0.967
21 H -0.064 -0.545 -2.457  O15 0.975

Löwdin atomic charge list, values in e, 4 entries: atom 1 (H): 0.016, atom 2 (O): -0.072, atom 3 (O): -0.038, atom 4 (H): 0.086

Entry x
Entry from OMol25: a 7-piece molecular cluster, H14O7 overall (ωB97M-V/def2-TZVPD).

SMILES string: O.O.O.O.O.O.O
Orbital gap in eV: 11.1
HOMO in eV: -11.03

Last columns: bonded neighbours and bond lengths (Å).
Element x y z (Å)
1 O 17.526 4.317 24.740  H18 1.038, H20 0.943
2 O 13.444 4.751 25.300  H17 0.936, H19 0.956
3 H 15.904 0.950 27.825  O6 0.923
4 H 16.115 6.698 24.291  O9 0.950
5 H 16.053 5.317 23.889  O9 0.991
6 O 15.165 1.166 28.334  H3 0.923, H16 0.940
7 O 16.299 3.705 26.894  H12 0.960, H21 0.936
8 H 15.211 6.905 27.380  O13 0.919
9 O 15.575 6.168 23.716  H4 0.950, H5 0.991
10 H 14.721 6.270 26.208  O13 0.965
11 O 16.637 1.669 24.484  H14 1.008, H15 0.975
12 H 16.800 3.708 27.713  O7 0.960
13 O 15.484 6.248 26.799  H8 0.919, H10 0.965
14 H 17.052 2.587 24.441  O11 1.008
15 H 15.934 1.724 25.158  O11 0.975
16 H 14.674 1.673 27.713  O6 0.940
17 H 13.061 3.979 25.666  O2 0.936
18 H 18.512 3.994 24.703  O1 1.038
19 H 14.111 4.356 24.740  O2 0.956
20 H 17.283 4.232 25.647  O1 0.943
21 H 15.984 4.563 26.691  O7 0.936

Löwdin atomic charge list, values in e, 4 entries: atom 1 (O): -0.091, atom 2 (O): -0.019, atom 3 (H): -0.004, atom 4 (H): 0.015

In kJ/mol, relative to the most stable structure: entry w 0.0; entry x 70.1.

Entry w
Entry from OMol25: a 7-piece molecular cluster, H14O7 overall (ωB97M-V/def2-TZVPD).

SMILES string: O.O.O.O.O.O.O
Orbital gap in eV: 11.3
HOMO in eV: -11.00

Last columns: bonded neighbours and bond lengths (Å).
Element x y z (Å)
1 H -28.147 -5.320 -12.789  O14 0.947
2 H -28.783 -3.173 -8.367  O17 0.940
3 H -26.563 -3.155 -10.817  O4 0.961
4 O -27.436 -3.226 -10.421  H3 0.961, H7 0.958
5 O -30.683 -5.219 -6.629  H8 0.958, H16 0.959
6 H -30.611 -4.497 -10.242  O18 0.970
7 H -28.065 -2.984 -11.102  O4 0.958
8 H -30.512 -4.518 -7.259  O5 0.958
9 H -29.317 -1.365 -12.087  O20 0.972
10 H -29.807 -2.762 -12.284  O20 0.944
11 H -29.495 -5.408 -11.870  O14 0.950
12 H -31.392 -4.640 -11.532  O18 0.960
13 H -28.948 -6.087 -9.106  O15 0.953
14 O -28.944 -5.773 -12.553  H1 0.947, H11 0.950
15 O -29.893 -6.124 -8.992  H13 0.953, H19 0.963
16 H -30.010 -5.266 -5.948  O5 0.959
17 O -29.648 -2.871 -8.157  H2 0.940, H21 0.956
18 O -30.721 -4.093 -11.117  H6 0.970, H12 0.960
19 H -30.144 -6.080 -8.063  O15 0.963
20 O -29.017 -2.250 -12.354  H9 0.972, H10 0.944
21 H -30.027 -2.512 -8.958  O17 0.956

Löwdin atomic charge list, values in e, 4 entries: atom 1 (H): 0.023, atom 2 (H): 0.013, atom 3 (H): 0.042, atom 4 (O): -0.064

Entry x
Entry from OMol25: a 7-piece molecular cluster, H14O7 overall (ωB97M-V/def2-TZVPD).

SMILES string: O.O.O.O.O.O.O
Orbital gap in eV: 11.1
HOMO in eV: -11.24

Last columns: bonded neighbours and bond lengths (Å).
Element x y z (Å)
1 H -0.064 -0.212 -0.036  O14 0.957
2 H 1.075 -0.161 4.273  O17 0.957
3 H 3.253 -1.817 -0.638  O9 0.957
4 H 1.281 -4.452 2.786  O5 0.957
5 O 1.234 -3.499 2.704  H4 0.957, H20 0.957
6 H 0.359 0.918 5.057  O17 0.957
7 O -5.680 2.081 -0.064  H8 0.957, H13 0.957
8 H -5.063 2.342 -0.746  O7 0.957
9 O 3.262 -1.116 0.014  H3 0.957, H11 0.957
10 H -1.354 -0.950 0.254  O14 0.957
11 H 4.190 -0.978 0.205  O9 0.957
12 H -2.083 2.252 -3.732  O18 0.957
13 H -5.141 1.633 0.589  O7 0.957
14 O -1.004 -0.195 -0.218  H1 0.957, H10 0.957
15 H 2.616 0.680 -4.843  O19 0.957
16 H 2.239 0.737 -3.378  O19 0.957
17 O 1.209 0.486 4.965  H2 0.957, H6 0.957
18 O -2.584 2.387 -2.928  H12 0.957, H21 0.957
19 O 2.417 1.294 -4.136  H15 0.957, H16 0.957
20 H 1.981 -3.270 2.150  O5 0.957
21 H -2.144 1.840 -2.277  O18 0.957

Löwdin atomic charge list, values in e, 4 entries: atom 1 (H): 0.023, atom 2 (H): 0.023, atom 3 (H): 0.028, atom 4 (H): 0.030

Entry y
Entry from OMol25: a 7-piece molecular cluster, H14O7 overall (ωB97M-V/def2-TZVPD).

SMILES string: O.O.O.O.O.O.O
Orbital gap in eV: 10.5
HOMO in eV: -10.66

Last columns: bonded neighbours and bond lengths (Å).
Element x y z (Å)
1 H 0.418 2.593 -1.427  O8 0.964
2 H -2.743 -1.147 -2.602  O21 0.962
3 H -2.695 1.331 0.390  O16 0.962
4 H -0.127 -3.817 1.056  O9 0.961
5 H -0.898 -0.450 -0.354  O13 0.963
6 H 0.450 0.204 -0.052  O13 0.966
7 H 4.099 -0.379 1.814  O11 0.961
8 O 0.477 2.236 -0.534  H1 0.964, H10 0.962
9 O 0.256 -3.497 0.235  H4 0.961, H12 0.967
10 H 1.268 2.640 -0.162  O8 0.962
11 O 3.195 -0.181 1.552  H7 0.961, H14 0.963
12 H 0.248 -2.534 0.319  O9 0.967
13 O -0.049 -0.615 0.069  H5 0.963, H6 0.966
14 H 3.152 -0.416 0.619  O11 0.963
15 H 1.614 0.749 2.052  O17 0.971
16 O -2.328 1.437 -0.493  H3 0.962, H18 0.966
17 O 0.985 1.245 2.600  H15 0.971, H20 0.960
18 H -1.372 1.460 -0.357  O16 0.966
19 H -3.869 -1.291 -3.615  O21 0.961
20 H 0.963 2.127 2.221  O17 0.960
21 O -3.044 -1.696 -3.332  H2 0.962, H19 0.961

Löwdin atomic charge list, values in e, 4 entries: atom 1 (H): 0.075, atom 2 (H): 0.018, atom 3 (H): 0.051, atom 4 (H): 0.028

Entry z
Entry from OMol25: a 7-piece molecular cluster, H14O7 overall (ωB97M-V/def2-TZVPD).

SMILES string: O.O.O.O.O.O.O
Orbital gap in eV: 10.1
HOMO in eV: -10.22

Last columns: bonded neighbours and bond lengths (Å).
Element x y z (Å)
1 H 0.899 3.961 1.939  O21 0.989
2 H 0.027 -2.634 -0.050  O8 0.864
3 H 0.482 0.279 0.528  O19 1.012
4 H -0.585 -1.035 -1.922  O13 1.029
5 H -0.324 0.733 -3.202  O11 0.920
6 H -1.561 0.063 1.178  O12 0.814
7 H -0.826 -2.765 -1.924  O13 0.952
8 O -0.005 -2.725 0.809  H2 0.864, H16 0.999
9 H -0.520 3.846 2.104  O21 0.913
10 H 2.657 -0.529 0.857  O20 0.948
11 O 0.301 0.991 -2.578  H5 0.920, H17 1.035
12 O -1.975 -0.562 1.494  H6 0.814, H15 0.962
13 O -1.039 -1.898 -1.594  H4 1.029, H7 0.952
14 H 2.002 -1.144 -0.341  O20 0.987
15 H -1.623 -1.325 1.026  O12 0.962
16 H 0.621 -1.948 0.855  O8 0.999
17 H 0.178 0.832 -1.563  O11 1.035
18 H -0.397 1.850 0.330  O19 0.962
19 O -0.201 0.924 0.154  H3 1.012, H18 0.962
20 O 1.799 -0.603 0.459  H10 0.948, H14 0.987
21 O 0.089 3.688 1.442  H1 0.989, H9 0.913

Löwdin atomic charge list, values in e, 4 entries: atom 1 (H): 0.077, atom 2 (H): -0.112, atom 3 (H): 0.043, atom 4 (H): 0.074

In kJ/mol, relative to the most stable structure: entry w 0.0; entry x 88.4; entry y 47.3; entry z 287.0.